9
Properties=species:S:1:pos:R:3:nbo_charge:R:1 method="wB97M-V/def2-TZVPD" orbital_gap_ev=7.6 total_charge=-1 e_lumo_ha=0.1039 relative_energy_kcal_mol=49.5 spin_multiplicity=1 fmax_ev_per_a=3.5
C 1.45214 0.52962 -0.10792 -0.228
O -0.95046 -1.08414 1.42269 -1.091
O -1.75943 -1.82967 -0.91848 -1.083
O 0.33856 0.66448 -0.86441 -0.807
P -1.40037 -0.80392 0.05904 2.076
I -3.07308 0.98978 0.06968 -0.255
H 2.11656 1.39242 -0.30568 0.130
H 2.03091 -0.39046 -0.33312 0.115
H 1.24517 0.53190 0.97821 0.144

15
Properties=species:S:1:pos:R:3:nbo_charge:R:1 method="wB97M-V/def2-TZVPD" orbital_gap_ev=9.8 smiles="C=C[C@H](F)[C@H](C)I" e_lumo_ha=0.0217 relative_energy_kcal_mol=18.8 spin_multiplicity=1 fmax_ev_per_a=5.4
C 2.13363 1.34342 -0.00613 -0.366
C 1.49548 0.35843 -0.61378 -0.259
C 0.04229 0.33306 -0.70454 0.195
F -0.59900 1.50227 -0.56170 -0.343
C -0.55852 -0.82233 0.54272 -0.310
C -1.99823 -1.04177 0.19506 -0.666
I -0.47103 0.21904 2.38770 0.109
H 3.22267 1.29740 0.05296 0.200
H 1.61895 2.21432 0.27859 0.204
H 2.01140 -0.47593 -0.91420 0.204
H -0.19086 -0.15166 -1.67398 0.161
H 0.12883 -1.58071 0.37808 0.200
H -2.32101 0.07276 0.12229 0.234
H -2.32384 -1.59040 1.10239 0.220
H -2.19076 -1.67790 -0.58546 0.216

10
Properties=species:S:1:pos:R:3:nbo_charge:R:1 method="wB97M-V/def2-TZVPD" orbital_gap_ev=9.6 e_lumo_ha=0.0048 relative_energy_kcal_mol=98.7 spin_multiplicity=1 fmax_ev_per_a=0.6
N -0.37526 0.79467 -1.39903 -0.638
C -0.23686 0.54726 -0.18900 0.773
O -0.28885 -0.61771 0.53701 -0.509
C -0.30616 -1.82537 -0.08714 0.660
O -0.28721 -2.01299 -1.26919 -0.545
C 1.21598 1.65319 1.14266 0.127
O -0.03461 1.57440 0.72307 -0.483
H -0.51608 -0.05139 -1.94537 0.392
H -0.34311 -2.60803 0.67913 0.141
H 1.17216 2.54596 1.80787 0.081

7
Properties=species:S:1:pos:R:3:nbo_charge:R:1 method="wB97M-V/def2-TZVPD" orbital_gap_ev="4.2 / 5.3" total_charge=+2 e_lumo_ha="-0.4941 / -0.5952" s2=12.0121 relative_energy_kcal_mol=1.5 spin_multiplicity=7 fmax_ev_per_a=3.0
O -1.33700 -0.85744 -1.41069 -0.612
Ru -3.09180 -1.05996 -1.68139 1.957
H -0.76521 -0.40299 -0.69037 0.525
C 1.06350 0.46885 0.74853 0.924
F 2.23984 0.13522 0.25274 -0.260
F 0.97123 1.78174 0.83322 -0.266
F 0.91944 -0.06542 1.94797 -0.268

78
Properties=species:S:1:pos:R:3:mulliken_charge:R:1 method="wB97M-V/def2-TZVPD" orbital_gap_ev=2.6 e_lumo_ha=-0.2432 spin_multiplicity=1 fmax_ev_per_a=8.6
Al -0.88630 -2.75563 0.03432 1.844
N -3.15396 -3.12040 -1.63053 0.001
S -4.23202 -2.06776 -2.00676 0.996
O -5.49749 -1.95830 -1.32176 -0.562
O -4.08050 -1.48917 -3.33288 -0.575
F -3.36493 -0.90284 -1.19144 -0.264
S -4.19720 -4.46440 -1.92120 0.957
O -4.87438 -4.49061 -3.19423 -0.504
O -4.79957 -5.14672 -0.79757 -0.532
F -2.97823 -5.47007 -2.20121 -0.271
N 1.55206 -3.06292 1.36228 -0.035
S 3.08832 -2.99748 0.96858 0.953
O 3.73485 -4.29639 0.91673 -0.588
O 3.73883 -1.72734 1.20244 -0.518
F 2.68115 -2.88524 -0.61582 -0.333
S 1.84562 -3.13059 3.00884 0.978
O 2.26521 -1.93419 3.70487 -0.501
O 2.38293 -4.36142 3.47493 -0.543
F 0.25015 -3.23892 3.30575 -0.269
F -1.90106 -5.37044 0.74012 -0.446
O -0.03112 -0.38446 -1.47683 -0.413
P 0.62033 0.46137 -2.49765 -0.455
N 0.78290 -0.32578 -4.00840 0.274
C -0.43597 -0.81528 -4.64867 -0.939
C 1.82632 -0.00089 -4.98503 -1.022
N 2.13945 0.96713 -2.04767 0.752
C 3.03670 -0.14927 -1.79878 -1.240
C 2.76288 2.27210 -2.38096 -1.089
N -0.36662 1.78157 -2.69351 0.621
C -0.09414 2.86163 -3.59930 -1.258
C -1.75320 1.81982 -2.15628 -0.849
H -0.31503 -1.13097 -5.68188 0.416
H -1.29283 -0.15437 -4.50560 0.270
H -0.68263 -1.74393 -4.12435 0.262
H 1.93405 -0.83179 -5.68116 0.416
H 2.81318 0.18134 -4.55939 0.306
H 1.56542 0.89862 -5.55125 0.312
H 2.81953 -0.70325 -0.88957 0.001
H 3.06117 -0.84674 -2.64142 0.389
H 4.08646 0.13992 -1.72480 0.541
H 3.64115 2.51152 -1.78508 0.381
H 2.99827 2.31698 -3.44566 0.324
H 2.05273 3.07283 -2.17715 0.293
H 0.00843 3.81870 -3.07987 0.387
H 0.84944 2.68013 -4.11699 0.362
H -0.83235 3.00828 -4.39200 0.306
H -2.13920 2.83642 -2.06672 0.404
H -1.79587 1.45344 -1.13090 -0.001
H -2.48158 1.24931 -2.73348 0.303
O -0.51835 -0.40531 1.73646 -0.561
P -0.17885 0.65184 2.70448 0.121
N -0.36654 0.29819 4.34043 0.506
C -0.03340 1.10998 5.54457 -1.231
C -1.10838 -0.90691 4.73563 -0.980
N -1.35982 1.86039 2.52732 0.456
C -1.32532 3.22598 3.08942 -1.015
C -2.66722 1.51631 1.96346 -0.898
N 1.22061 1.52453 2.42061 0.179
C 1.41098 2.15595 1.12016 -0.855
C 2.56270 1.14526 2.97658 -0.789
H 0.78744 0.60279 6.05098 0.334
H -0.96566 1.03087 6.10415 0.402
H 0.18723 2.16002 5.36880 0.351
H -1.27916 -1.50514 3.84244 0.112
H -2.08575 -0.56234 5.08055 0.394
H -0.55487 -1.49068 5.46989 0.349
H -1.50758 3.21307 4.16707 0.268
H -0.33437 3.65644 2.94473 0.352
H -2.06515 3.88440 2.64086 0.379
H -3.38208 1.05850 2.65337 0.229
H -3.13189 2.41113 1.55018 0.365
H -2.59207 0.82300 1.12557 0.162
H 2.02742 3.04773 1.24287 0.346
H 1.89960 1.46087 0.43527 0.031
H 0.41713 2.43050 0.76187 0.341
H 2.30249 0.61009 3.88942 0.280
H 3.10110 2.03703 3.30084 0.282
H 3.18846 0.58193 2.28687 0.244

19
Properties=species:S:1:pos:R:3:nbo_charge:R:1 method="wB97M-V/def2-TZVPD" orbital_gap_ev=9.6 e_lumo_ha=0.0298 relative_energy_kcal_mol=81.9 spin_multiplicity=1 fmax_ev_per_a=14.2
C 1.85089 -1.45335 -1.59001 -0.678
C 0.62818 -0.85109 -2.29741 0.709
C -0.45495 0.20214 -0.11928 0.114
C 0.49416 -0.03443 0.82877 -0.232
C 0.19997 0.38490 2.17173 -0.214
C -0.91334 1.04464 2.40809 -0.192
C -1.82054 1.35266 1.45647 -0.220
C -1.55318 0.90687 0.18834 -0.209
H 1.62119 -1.99327 -0.94648 0.185
H 2.61582 -0.78521 -1.26692 0.228
H 2.42149 -1.87493 -2.29397 0.234
H -1.12793 0.11861 -1.87187 0.395
H 1.29168 -0.68837 0.55184 0.218
H 0.86369 0.06293 3.05679 0.228
H -1.06605 1.62573 3.63227 0.194
H -2.71239 1.86442 1.59927 0.221
H -2.44542 1.31556 -0.59999 0.210
N -0.26641 -0.18146 -1.46757 -0.619
O 0.37315 -1.01633 -3.44008 -0.572

12
Properties=species:S:1:pos:R:3:nbo_charge:R:1 method="wB97M-V/def2-TZVPD" orbital_gap_ev=2.5 e_lumo_ha=-0.0766 relative_energy_kcal_mol=79.6 spin_multiplicity=1 fmax_ev_per_a=1.7
H -1.20364 -2.39026 -1.60300 -0.750
O -0.31982 0.07233 1.10800 -0.554
C 0.57539 0.98211 0.81793 1.001
C -0.53844 -0.84810 -0.12925 -0.150
O 0.91664 1.87561 1.57415 -0.809
O 1.03475 0.88393 -0.41609 -0.490
C 0.31026 -0.11146 -1.17140 -0.123
Na 0.21998 2.46870 3.55507 0.963
H -1.61376 -0.76213 -0.31227 0.244
H -0.13643 -1.82796 0.14563 0.243
H -0.29581 0.41337 -1.91516 0.202
H 1.05088 -0.75613 -1.65360 0.223

13
Properties=species:S:1:pos:R:3:nbo_charge:R:1 method="wB97M-V/def2-TZVPD" orbital_gap_ev=7.3 e_lumo_ha=-0.0539 relative_energy_kcal_mol=48.7 spin_multiplicity=1 fmax_ev_per_a=5.4
S -5.29583 -0.45710 -0.15990 -0.383
P -3.48101 -0.83358 0.49340 0.644
C -2.42189 0.23411 -0.51542 -0.608
C -1.29665 0.83346 -0.21094 -0.101
C -0.45742 0.81005 1.04001 -0.516
C 1.00195 0.87233 0.67169 -0.430
Br 1.47918 2.49569 -0.38450 -0.010
H -2.87715 0.33966 -1.49171 0.236
H -0.85078 1.51577 -0.91576 0.215
H -0.45565 1.84234 1.46826 0.235
H -0.81246 0.14122 1.80960 0.245
H 1.86352 0.71138 1.48580 0.255
H 1.16869 -0.08127 -0.02119 0.217